ORCA calculation (wB97M-V/def2-TZVPD) on the molecule C9H19N3O3 in a non-equilibrium geometry.

Bonds (Å) are listed after each position.
CARTESIAN COORDINATES (ANGSTROEM)
1 O -0.0541 -1.2889 -2.5459  C14 1.227
2 O -0.8258 0.8254 -2.6296  C14 1.356, H26 0.979
3 O -0.3683 -1.0954 2.0664  C15 1.233
4 N -0.2473 3.4749 -2.0176  C12 1.486, H25 0.985, H30 1.025
5 N 0.6612 -1.2764 0.0268  C13 1.436, C15 1.378, H16 0.992
6 N 1.3072 -3.1897 3.0078  C10 1.466, H27 0.991, H32 0.996
7 C 0.4790 1.1927 0.0046  C9 1.507, C13 1.592, H20 1.099, H23 1.104
8 C -0.1193 3.6809 0.4214  C9 1.527, C12 1.531, H17 1.096, H34 1.116
9 C -0.5309 2.2112 0.4664  C7 1.507, C8 1.527, H21 1.110, H29 1.085
10 C 0.8543 -3.1972 1.6136  N6 1.466, C11 1.514, C15 1.585, H31 1.098
11 C -0.2456 -4.2310 1.4912  C10 1.514, H19 1.124, H24 1.084, H33 1.081
12 C -0.7131 4.2778 -0.8573  N4 1.486, C8 1.531, H18 1.107, H22 1.100
13 C -0.1463 -0.1947 -0.4642  N5 1.436, C7 1.592, C14 1.511, H28 1.088
14 C -0.3377 -0.2484 -1.9616  O1 1.227, O2 1.356, C13 1.511
15 C 0.3436 -1.7327 1.2879  O3 1.233, N5 1.378, C10 1.585
16 H 1.0382 -1.8017 -0.7256  N5 0.992
17 H 0.9741 3.7604 0.4380  C8 1.096
18 H -0.4778 5.3543 -0.9619  C12 1.107
19 H -0.9877 -4.0291 2.3103  C11 1.124
20 H 1.0925 1.4692 -0.8641  C7 1.099
21 H -1.5126 2.0619 -0.0306  C9 1.110
22 H -1.8085 4.1798 -0.8192  C12 1.100
23 H 1.1392 0.9931 0.8673  C7 1.104
24 H -0.6802 -4.2583 0.4985  C11 1.084
25 H 0.7349 3.5344 -2.0609  N4 0.985
26 H -0.7762 1.6527 -2.1078  O2 0.979
27 H 0.6526 -2.6233 3.4909  N6 0.991
28 H -1.1269 -0.2482 0.0041  C13 1.088
29 H -0.8328 2.0623 1.4976  C9 1.085
30 H -0.6221 3.8218 -2.9065  N4 1.025
31 H 1.7300 -3.3532 0.9701  C10 1.098
32 H 2.1543 -2.6666 3.0301  N6 0.996
33 H 0.1575 -5.2069 1.7234  C11 1.081
34 H -0.4156 4.1559 1.3863  C8 1.116

Calculated values
- multiplicity = 1
- E_HOMO (eV) = -9.33
- frontier orbital gap (eV) = 10.02
- E_tot (Eh) = -744.34663
- M (g/mol) = 217.27
- energy above the lowest of the compared OMol25 structures with the same formula, charge and spin (kJ/mol) = 49.49
- structure (SMILES) = C[C@H](N)C(=O)N[C@@H](CCCCN)C(=O)O
- LUMO level (eV) = 0.70

Mulliken atomic charge list, values in e, 8 entries: O -0.641; O -0.528; O -0.663; N -0.532; N -0.247; N -0.774; C -0.899; C -0.793

---

ORCA calculation (wB97M-V/def2-TZVPD) on the molecule C9H19N3O4 in a non-equilibrium geometry.

Bonds (Å) are listed after each position.
CARTESIAN COORDINATES (ANGSTROEM)
1 O -0.6550 4.2737 0.9869  C10 1.174
2 O -2.0523 2.7707 0.2106  C10 1.322, H26 1.000
3 O 0.6819 1.0619 -0.7434  C9 1.450, H18 0.969
4 O -1.2555 -1.1985 2.6899  C8 1.223
5 N -1.0039 0.7993 1.6558  C8 1.386, C11 1.499, H21 1.050
6 N 1.6180 -1.1435 -4.1344  C12 1.427, H22 0.997, H32 0.990
7 N 1.0976 -2.2944 1.5981  C13 1.444, H24 1.037, H30 1.016
8 C -0.6515 -0.5240 1.8679  O4 1.223, N5 1.386, C13 1.537
9 C 1.1047 1.7803 0.4429  O3 1.450, C11 1.540, H20 1.115, H23 1.104
10 C -0.9758 3.1495 0.8777  O1 1.174, O2 1.322, C11 1.620
11 C -0.0566 1.9405 1.4410  N5 1.499, C9 1.540, C10 1.620, H27 1.104
12 C 0.6549 -1.2862 -3.0910  N6 1.427, C14 1.533, H28 1.100, H35 1.130
13 C 0.2801 -1.3087 0.9303  N7 1.444, C8 1.537, C16 1.548, H19 1.097
14 C 1.0862 -2.4793 -2.2302  C12 1.533, C15 1.499, H25 1.093, H33 1.073
15 C 0.1533 -3.0031 -1.1802  C14 1.499, C16 1.614, H17 1.094, H31 1.120
16 C -0.5780 -1.9763 -0.1722  C13 1.548, C15 1.614, H29 1.082, H34 1.056
17 H -0.6514 -3.5356 -1.6955  C15 1.094
18 H 0.2153 1.7230 -1.2760  O3 0.969
19 H 0.8446 -0.5490 0.3756  C13 1.097
20 H 1.9275 1.1451 0.8460  C9 1.115
21 H -1.8143 0.9241 2.3124  N5 1.050
22 H 1.3245 -0.2491 -4.4641  N6 0.997
23 H 1.6091 2.7277 0.1853  C9 1.104
24 H 0.4411 -3.0640 1.8271  N7 1.037
25 H 1.3213 -3.2703 -2.9471  C14 1.093
26 H -2.0259 1.7707 0.2065  O2 1.000
27 H 0.4509 2.4010 2.3061  C11 1.104
28 H -0.3774 -1.5132 -3.3964  C12 1.100
29 H -1.3293 -2.5933 0.3018  C16 1.082
30 H 1.3913 -1.8788 2.4778  N7 1.016
31 H 0.7247 -3.7562 -0.5787  C15 1.120
32 H 2.5208 -0.9383 -3.7835  N6 0.990
33 H 2.0628 -2.2030 -1.8815  C14 1.073
34 H -1.0882 -1.2635 -0.7607  C16 1.056
35 H 0.6137 -0.4254 -2.3606  C12 1.130

Calculated values
- multiplicity = 1
- E_HOMO (eV) = -9.53
- frontier orbital gap (eV) = 9.78
- E_tot (Eh) = -819.53295
- M (g/mol) = 233.27
- energy above the lowest of the compared OMol25 structures with the same formula, charge and spin (kJ/mol) = 141.42
- structure (SMILES) = NCCCC[C@H](N)C(=O)N[C@@H](CO)C(=O)O
- LUMO level (eV) = 0.25

Mulliken atomic charge list, values in e, 8 entries: O -0.525; O -0.502; O -0.565; O -0.658; N -0.149; N -0.716; N -0.671; C -0.141